A structure of composition C8H11Br2FO3Pt, computed with ωB97M-V/def2-TZVPD.

Results
highest occupied orbital energy = -0.641 hartree
net charge = +2
total energy = -5903.42732 hartree

Cartesian coordinates (Å):
C 2.6467 1.1999 -0.6324
C 2.6715 -0.1863 -0.0422
F 3.7252 -0.8823 -0.5795
C 1.4520 -1.0642 -0.2898
O 1.6420 -2.2471 0.5350
C 0.5084 -2.6994 1.0388
O 0.2854 -3.7126 1.5909
O -0.4839 -1.7331 0.8517
C 0.0777 -0.5735 0.2290
C -1.0106 -0.1300 -0.7610
Br -0.3725 0.9706 -2.1863
C -2.2748 0.5151 -0.0901
C -2.7003 1.9336 -0.3902
Br -2.0628 0.4282 1.9374
H 2.4861 1.1446 -1.7100
H 1.8469 1.8093 -0.2051
H 3.6071 1.6847 -0.4648
H 2.8230 -0.1578 1.0433
H 1.3922 -1.4235 -1.3206
H 0.2969 0.1740 1.0033
H -1.3739 -1.0378 -1.2421
H -3.1189 -0.1383 -0.3067
H -3.5363 2.2083 0.2621
H -3.0858 1.9353 -1.4161
H -1.9030 2.6626 -0.2522
Pt -3.5383 -0.6805 3.3977

=====

An isolated molecule of C6H10O, computed with ωB97M-V/def2-TZVPD.

Results
SMILES = C[C@H]1O[C@H]2CC[C@H]21
highest occupied orbital energy = -0.343 hartree
total energy = -309.75383 hartree

Cartesian coordinates (Å):
C 1.9733 0.9440 -0.1275
C 1.2209 -0.4215 -0.2155
O 0.6189 -0.5932 1.1689
C -0.7274 -0.9737 0.8303
C -1.7218 0.2160 0.6554
C -1.2481 0.2945 -0.8267
C -0.2831 -0.8882 -0.6344
H 1.3384 1.8288 -0.2194
H 2.3587 0.9283 0.9058
H 2.8637 1.1069 -0.7618
H 2.0357 -1.1616 -0.3699
H -1.1068 -1.8453 1.4099
H -1.5042 1.0656 1.3148
H -2.8007 -0.0003 0.7477
H -2.0394 0.0936 -1.5482
H -0.7062 1.2010 -1.0975
H -0.2719 -1.7947 -1.2320

=====

An isolated molecule of C13H17NOS, computed with ωB97M-V/def2-TZVPD.

Results
SMILES = Cc1ccc(SCC(=O)N2CCCC2)cc1
highest occupied orbital energy = -0.296 hartree
total energy = -1033.76874 hartree

Cartesian coordinates (Å):
C -6.1155 -0.1836 -0.2695
C -4.6407 -0.0724 -0.0315
C -3.7282 -0.5721 -0.9498
C -2.3645 -0.4926 -0.7276
C -1.8923 0.0840 0.4412
C -2.7948 0.5951 1.3684
C -4.1509 0.5178 1.1293
H -4.8422 0.9165 1.8577
H -2.4194 1.0493 2.2728
S -0.1720 0.2537 0.8314
C 0.6251 -0.9830 -0.2587
C 2.0119 -1.3154 0.2710
O 2.2491 -2.3859 0.7975
N 2.9516 -0.3713 0.1063
C 2.8108 0.9186 -0.5413
C 4.1187 1.6367 -0.2124
H 4.3827 2.3759 -0.9656
C 5.1230 0.4893 -0.1227
C 4.3125 -0.6016 0.5664
H 4.6222 -1.6158 0.3070
H 4.3513 -0.5028 1.6569
H 6.0178 0.7540 0.4356
H 5.4160 0.1677 -1.1229
H 4.0353 2.1343 0.7540
H 1.9383 1.4572 -0.1666
H 2.7057 0.7862 -1.6264
H 0.6741 -0.5832 -1.2724
H 0.0235 -1.8902 -0.2220
H -1.6862 -0.8794 -1.4720
H -4.0843 -1.0295 -1.8620
H -6.6376 0.6845 0.1269
H -6.5081 -1.0688 0.2323
H -6.3329 -0.2731 -1.3312

=====

A cluster of 2 separate species, C3H6N2P in total, computed with ωB97M-V/def2-TZVPD.

Results
highest occupied orbital energy (spin up / spin down) = -0.424 / -0.424 hartree
net charge = +1
total energy = -568.23785 hartree

Cartesian coordinates (Å):
C 1.5803 0.2696 -1.4228
C 0.4904 0.3236 -0.8726
C -0.9760 -1.5703 0.8756
N -0.8015 0.4358 -0.6472
N -1.3895 -0.4610 0.0851
P 2.2031 4.0537 0.2611
H 2.5420 -0.1269 -1.4649
H -1.3803 -2.5508 0.4386
H 0.0586 -1.6164 0.9745
H -1.3886 -1.3895 1.8781
H -2.3660 -0.2817 0.0372
H 1.4277 2.9140 -0.1425

=====

An isolated molecule of C25H27N3O5S, computed with ωB97M-V/def2-TZVPD.

Results
SMILES = CCOC(=O)CCCSc1nnc(CCCCCN2C(=O)c3cccc4cccc(c34)C2=O)o1
highest occupied orbital energy = -0.316 hartree
total energy = -1907.60138 hartree

Cartesian coordinates (Å):
C 1.4650 1.5092 -2.6474
C 2.6981 1.7331 -1.7924
H 2.5243 2.4995 -1.0276
H 3.5553 2.0539 -2.3948
O 3.0265 0.5015 -1.1468
C 4.1970 0.4523 -0.5040
O 4.9669 1.3738 -0.4467
C 4.4625 -0.9279 0.0667
C 3.2486 -1.5617 0.7454
C 3.0241 -1.0579 2.1621
H 3.8587 -1.3176 2.8135
H 2.0952 -1.4567 2.5670
S 2.9270 0.7609 2.2831
C 1.4403 1.0177 1.4612
N 0.6192 0.1349 0.9833
N -0.3919 0.8310 0.4168
C -0.1462 2.0878 0.5758
O 1.0209 2.2824 1.2440
C -0.9687 3.2346 0.1361
H -1.3613 3.0072 -0.8552
H -0.3271 4.1149 0.0751
C -2.1298 3.5102 1.1086
C -3.0719 2.3176 1.2630
C -3.8949 2.0360 0.0054
H -3.3043 2.2311 -0.8885
C -4.3670 0.5830 -0.0615
N -3.2436 -0.3467 -0.1165
C -2.9582 -1.0772 1.0256
O -3.6482 -0.9768 2.0218
C -1.7968 -1.9790 0.9582
C -1.4383 -2.7151 2.0672
C -0.3368 -3.5747 2.0189
C 0.4012 -3.6946 0.8707
C 0.0717 -2.9491 -0.2800
C 0.8136 -3.0236 -1.4775
C 0.4650 -2.2680 -2.5658
C -0.6360 -1.4080 -2.5086
C -1.3867 -1.3121 -1.3566
C -1.0452 -2.0805 -0.2276
C -2.5271 -0.3840 -1.2995
O -2.8511 0.3143 -2.2411
H -0.9134 -0.8070 -3.3618
H 1.0421 -2.3300 -3.4766
H 1.6666 -3.6860 -1.5208
H 1.2491 -4.3640 0.8325
H -0.0724 -4.1460 2.8968
H -2.0233 -2.6157 2.9693
H -4.9516 0.3244 0.8227
H -4.9665 0.4369 -0.9635
H -4.7712 2.6856 -0.0248
H -2.4767 1.4376 1.5082
H -3.7445 2.4986 2.1032
H -2.6833 4.3752 0.7389
H -1.7147 3.7686 2.0855
H 2.3549 -1.3701 0.1513
H 3.3931 -2.6423 0.8076
H 5.3067 -0.8498 0.7537
H 4.7657 -1.5494 -0.7793
H 1.1648 2.4457 -3.1085
H 0.6461 1.1303 -2.0404
H 1.6784 0.7816 -3.4254

=====

An isolated molecule of C4H4N4O, computed with ωB97M-V/def2-TZVPD.

Results
SMILES = [H]/N=C1C=N/C(=N/C=O)N/1
highest occupied orbital energy = -0.374 hartree
total energy = -449.06912 hartree

Cartesian coordinates (Å):
C 0.4424 -0.8495 -1.2287
C 0.3309 0.7948 0.3459
C -1.0933 0.9932 2.1528
C 1.2980 0.2666 -1.5315
H -0.4807 -2.4706 -1.4935
H -0.7275 -0.9731 0.5876
H -1.2731 1.6815 2.9712
H 1.8584 0.1893 -2.5022
N 0.1733 -1.8584 -1.9871
N -0.0593 -0.4843 0.0619
N -0.0588 1.5565 1.3430
N 1.2331 1.2184 -0.7107
O -1.6434 -0.0645 1.9912

=====

A structure of composition C21H64N8O11, computed with ωB97M-V/def2-TZVPD.

Results
highest occupied orbital energy = -0.222 hartree
total energy = -2103.63354 hartree

Cartesian coordinates (Å):
C -2.5060 1.7787 -0.3175
O -1.4660 2.6557 -0.1235
H -3.1970 2.1457 -1.0525
H -2.9730 1.7517 0.7005
H -2.1940 0.7707 -0.6625
H -0.9570 2.8057 -0.9315
C -0.9000 -4.8543 1.1825
O -0.3510 -4.0993 2.2585
H -1.9530 -4.5853 1.0445
H -0.7190 -5.8693 1.6235
H -0.2860 -4.7473 0.2905
H -0.8630 -4.3263 3.0165
C 0.0320 -0.9883 2.9515
O -1.2160 -0.7673 3.4695
N 1.0180 -1.3473 3.7195
N 0.7480 0.0727 2.6705
H 1.5050 -2.2663 3.2995
H 0.5670 -1.8373 4.5705
H 0.9360 -0.0343 1.5875
H 0.0290 0.9337 2.5685
C 3.2340 3.0417 -1.9315
O 2.5480 1.9057 -2.2195
N 3.0090 3.8057 -0.9525
N 4.1850 3.3767 -2.6885
H 2.3580 3.5297 -0.2575
H 3.6200 4.6147 -0.8235
H 4.4200 2.5717 -3.2795
H 4.9480 4.0617 -2.3735
C 3.5550 -3.0393 2.8455
O 4.2590 -2.9403 1.6675
N 4.0910 -2.7243 4.0245
N 2.2900 -3.3983 3.0235
H 5.1140 -2.4203 4.1225
H 3.9130 -3.3393 4.8505
H 1.7980 -3.7013 2.1635
H 2.1940 -4.2163 3.6985
C 0.5800 3.1327 1.9965
O 1.2840 3.0377 0.8535
N 1.0840 3.7567 3.0485
N -0.4330 2.3067 2.4165
H 1.9230 4.2367 2.8315
H 0.5650 4.2767 3.7815
H -0.9710 2.3027 1.4985
H -1.0000 2.4457 3.3175
C -0.0220 2.0787 -4.2775
C -0.2940 3.1627 -3.2405
C -1.6950 3.6817 -3.2935
O 0.0230 2.7777 -2.1065
H 0.6870 1.3407 -3.9585
H 0.3250 2.6257 -5.2865
H -0.8890 1.5207 -4.5665
H 0.3390 4.0107 -3.5335
H -1.9090 4.3037 -2.3865
H -2.4000 2.8397 -3.1655
H -1.8710 4.1767 -4.2405
H 0.8690 3.1277 -2.0165
C -4.5720 -3.4963 1.7715
C -3.9970 -2.0533 1.9355
C -3.0260 -1.5243 0.9345
O -4.8120 -1.1353 2.1575
H -5.4330 -3.7403 2.4065
H -3.7930 -4.1743 1.9085
H -5.0010 -3.7113 0.7685
H -3.3610 -2.1293 2.8435
H -3.5250 -0.9773 0.1775
H -2.3410 -2.2453 0.5575
H -2.4600 -0.8123 1.3075
H -5.0460 -1.0183 3.1035
C 0.9410 -1.9803 0.0805
C 0.9360 -0.7583 -0.7575
C -0.1150 -1.0203 -1.9335
O 0.6880 0.2747 -0.1345
H 1.2600 -2.6963 -0.6565
H 0.0770 -2.2813 0.5805
H 1.7200 -1.9123 0.8955
H 1.8540 -0.5673 -1.2985
H 0.2170 -1.8523 -2.5305
H -0.2930 -0.2013 -2.6035
H -1.1150 -1.4163 -1.6195
H 0.9980 0.9467 -0.7015
C -3.7300 0.4807 -3.3665
C -4.7070 -0.3553 -2.6005
C -4.2020 -1.7783 -2.4625
O -5.0300 0.1087 -1.5375
H -3.8330 0.2477 -4.4355
H -2.7560 0.2947 -3.0545
H -3.9390 1.5037 -3.3315
H -5.6980 -0.5423 -3.0585
H -5.0080 -2.5313 -2.3575
H -3.3440 -1.8593 -1.7725
H -3.8050 -2.1073 -3.3905
H -4.8140 1.0717 -1.4355
C 4.9470 1.6337 0.8165
C 3.9770 0.5557 0.4095
C 4.5260 -0.0843 -0.8245
O 3.8380 -0.2913 1.2675
H 5.0020 2.3967 0.0905
H 5.9820 1.2957 0.9205
H 4.6780 2.0947 1.7575
H 3.0460 0.9657 0.2455
H 5.5630 -0.5183 -0.6665
H 4.5380 0.5697 -1.6545
H 3.8890 -0.9623 -1.1715
H 4.0930 -1.1693 1.0085

=====

A structure of composition C40H49ClN9OSn, computed with ωB97M-V/def2-TZVPD.

Results
highest occupied orbital energy = -0.562 hartree
net charge = +3
total energy = -2795.23431 hartree

Cartesian coordinates (Å):
Sn 0.2308 0.3801 0.4831
C 4.5000 -1.0027 0.0575
C 3.1037 -0.5230 -0.1430
N 2.0980 -0.8887 0.5539
C 2.1839 -1.7838 1.7138
C 1.2788 -1.2715 2.8599
N -0.0909 -0.8483 2.4226
C -1.0958 -1.9253 2.3176
C -0.9911 -2.6047 0.9709
N -0.9708 -1.5780 -0.0906
C -2.3117 -1.3361 -0.7031
C -2.3665 0.0214 -1.4517
N -1.0237 0.5513 -1.5146
C -0.5076 1.1480 -2.5117
C -1.2300 1.5455 -3.7521
C 0.9749 1.3360 -2.3871
C 1.8008 1.9279 -3.3217
C 3.1759 1.7590 -3.1844
C 3.6796 0.9682 -2.1570
C 2.7824 0.4407 -1.2373
N 1.4859 0.6902 -1.3411
H 4.5202 -2.0363 0.3954
H 4.9871 -0.3825 0.8175
H 5.0902 -0.9355 -0.8516
H 3.1980 -1.8391 2.1072
H 1.9060 -2.7901 1.3972
H 1.7426 -0.3965 3.3082
H 1.1888 -2.0446 3.6232
H -0.4123 -0.1571 3.0980
H -2.0799 -1.4676 2.4405
H -0.9742 -2.6582 3.1165
H -1.8223 -3.2969 0.8322
H -0.0770 -3.1891 0.8972
H -0.3763 -1.9271 -0.8408
H -3.0649 -1.3813 0.0819
H -2.5137 -2.1503 -1.3984
H -2.9969 0.7277 -0.9147
H -2.8105 -0.1066 -2.4380
H -1.9725 2.3065 -3.5030
H -1.7602 0.6917 -4.1788
H -0.5658 1.9499 -4.5108
H 1.4100 2.4989 -4.1531
H 3.8403 2.2047 -3.9182
H 4.7386 0.7653 -2.0936
N 4.6822 6.3466 7.2680
C 4.2055 5.6752 6.4683
C 3.6076 4.8325 5.4682
C 4.3734 3.8469 4.8474
C 3.7981 3.0369 3.8873
C 2.4560 3.2093 3.5416
C 1.6931 4.1987 4.1686
C 2.2669 5.0084 5.1292
C 1.8507 2.3727 2.5472
C 1.3435 1.6720 1.6961
H 5.4117 3.7242 5.1225
H 4.3903 2.2740 3.3999
H 0.6506 4.3237 3.9064
H 1.6866 5.7751 5.6233
C -2.7810 4.5994 -2.3553
C -2.8229 6.0082 -1.7469
C -4.1089 6.1513 -0.9159
C -2.9254 6.9908 -2.9224
C -1.5785 6.2861 -0.8472
O -1.4159 7.6669 -0.5756
C -0.2122 5.8403 -1.4061
C 0.4544 6.7144 -2.4910
C 1.1717 5.8950 -3.5331
C 0.4815 5.3012 -4.5924
C 1.1412 4.5434 -5.5521
C 2.5167 4.3620 -5.4440
Cl 3.3374 3.3339 -6.5668
C 3.2308 4.9636 -4.4177
C 2.5536 5.7225 -3.4729
C -1.7149 5.6819 0.5842
N -1.7525 4.2197 0.6903
C -0.7571 3.3698 0.5169
N -1.2261 2.1239 0.6030
C -2.5580 2.3009 0.8821
N -2.9055 3.5571 0.9216
H -3.7243 4.4014 -2.8662
H -2.6458 3.8093 -1.6124
H -1.9776 4.5242 -3.0931
H -4.9710 6.1453 -1.5825
H -4.1480 7.0993 -0.3722
H -4.2454 5.3393 -0.1961
H -3.7784 6.6963 -3.5361
H -2.0549 6.9929 -3.5741
H -3.1058 8.0146 -2.5945
H -2.2705 8.1008 -0.4623
H -0.2737 4.8022 -1.7452
H 0.4768 5.8515 -0.5541
H 1.1772 7.3626 -1.9978
H -0.2556 7.3918 -2.9580
H -0.5810 5.4825 -4.7087
H 0.6072 4.1204 -6.3941
H 4.3085 4.8725 -4.3762
H 3.1223 6.2082 -2.6879
H -2.6088 6.0388 1.0838
H -0.8488 6.0269 1.1468
H 0.2684 3.6587 0.3577
H -3.2589 1.5077 1.0894

=====

A cluster of 2 separate species, CH9N3 in total, computed with ωB97M-V/def2-TZVPD.

Results
SMILES = NCN.N
highest occupied orbital energy = -0.338 hartree
total energy = -207.74389 hartree

Cartesian coordinates (Å):
N -3.6511 5.3630 1.0879
H -2.7111 4.9871 1.0056
H -3.9606 5.0594 2.0176
H -4.1958 4.8189 0.4240
N 2.6784 -1.5108 -0.5842
C 1.6443 -2.2816 0.0880
N 0.4900 -2.7044 -0.7020
H 2.2373 -0.8256 -1.1854
H 3.2158 -2.1074 -1.2005
H 1.2479 -1.7028 0.9317
H 2.0750 -3.1377 0.5917
H 0.3999 -2.2570 -1.6012
H 0.5302 -3.7012 -0.8732

=====

A structure of composition C30H56N7SiSn, computed with ωB97M-V/def2-TZVPD.

Results
highest occupied orbital energy = -0.588 hartree
net charge = +3
total energy = -2062.94931 hartree

Cartesian coordinates (Å):
Sn 0.7767 -1.2764 0.0541
C -2.8461 -4.2978 0.6113
C -1.7072 -3.3347 0.7053
N -0.7878 -3.1837 -0.1587
C -0.4952 -4.0789 -1.2568
C 1.0364 -4.0212 -1.4819
N 1.7333 -3.3923 -0.3192
C 3.2100 -3.4088 -0.4599
C 3.6791 -2.2421 -1.3086
N 3.1342 -0.9663 -0.8077
C 3.8954 -0.2827 0.2617
C 3.6202 -0.8148 1.6600
N 2.1899 -1.0713 1.8554
C 1.6958 -1.1252 3.0340
C 2.4809 -0.9222 4.2887
C 0.2434 -1.4789 3.1261
C -0.5461 -1.3511 4.2597
C -1.8544 -1.8003 4.1936
C -2.3231 -2.4205 3.0364
C -1.4708 -2.5243 1.9535
N -0.2331 -2.0143 2.0123
H -3.5592 -3.9475 -0.1386
H -3.3702 -4.4292 1.5526
H -2.4952 -5.2764 0.2805
H -1.0184 -3.7841 -2.1686
H -0.8092 -5.0980 -1.0281
H 1.2810 -3.4359 -2.3686
H 1.4238 -5.0277 -1.6407
H 1.4947 -3.9178 0.5186
H 3.5483 -4.3442 -0.9093
H 3.6356 -3.3613 0.5407
H 3.3153 -2.3675 -2.3297
H 4.7710 -2.2317 -1.3569
H 3.1212 -0.3199 -1.5903
H 3.5954 0.7662 0.2297
H 4.9714 -0.3198 0.0737
H 3.9823 -0.0664 2.3660
H 4.1752 -1.7329 1.8631
H 3.4790 -1.3475 4.2025
H 1.9904 -1.3697 5.1485
H 2.5930 0.1498 4.4750
H -0.1614 -0.9044 5.1650
H -2.5047 -1.7014 5.0527
H -3.3268 -2.8196 3.0006
C 1.6616 3.7665 5.0032
N 0.5061 3.5280 4.1318
C -0.4374 4.6261 3.8970
C 0.4767 2.4666 3.3609
N 0.4413 1.5123 2.6969
H 1.3283 4.3452 5.8614
H 2.4467 4.3187 4.4851
H 2.0557 2.8181 5.3606
H -0.7178 5.0546 4.8567
H -1.3314 4.2380 3.4151
H 0.0087 5.4046 3.2766
C -1.2840 4.0548 -2.0402
C -0.9428 2.8774 -1.0904
C -1.8845 2.9385 0.1207
C 0.4958 3.0294 -0.5605
Si -1.1790 1.3632 -2.1552
C -0.0469 1.1186 -3.6257
C -0.9001 1.6507 -4.8072
C 1.2541 1.9293 -3.5488
C 0.3515 -0.3446 -3.8983
C -2.7618 0.3776 -2.0416
C -3.0897 -0.0647 -0.6001
C -2.7623 -0.8887 -2.9089
C -3.8598 1.3403 -2.5577
H -1.1661 4.9839 -1.4767
H -2.3163 4.0246 -2.3996
H -0.6226 4.1147 -2.9046
H -1.7566 3.9196 0.5885
H -1.6392 2.1847 0.8697
H -2.9357 2.8554 -0.1487
H 0.5194 3.9286 0.0632
H 1.2290 3.1688 -1.3471
H 0.7938 2.1974 0.0813
H -1.1471 2.7104 -4.7030
H -1.8279 1.0941 -4.9494
H -0.3147 1.5458 -5.7245
H 1.0903 2.9991 -3.4391
H 1.7974 1.7859 -4.4864
H 1.9002 1.5929 -2.7359
H -0.4877 -0.9841 -4.1488
H 0.8887 -0.7872 -3.0536
H 1.0279 -0.3501 -4.7576
H -2.2880 -0.6639 -0.1599
H -3.9868 -0.6896 -0.6431
H -3.3057 0.7613 0.0675
H -1.9995 -1.6039 -2.5943
H -2.6349 -0.6807 -3.9702
H -3.7362 -1.3729 -2.7955
H -3.9392 2.2536 -1.9665
H -4.8218 0.8253 -2.4913
H -3.7136 1.6205 -3.6033